#1
Entry from OMol25: C4H8N2S in the gas phase (ωB97M-V/def2-TZVPD).

The gap between HOMO and LUMO comes out at 8.524 eV. As for the LUMO energy: 0.020 hartree. As for the SMILES: C[C@@H]1CN1C(N)=S.

XYZ file:
```
15
Properties=species:S:1:pos:R:3:nbo_charge:R:1
C -0.960 0.419 1.460 -0.657
C -1.271 -0.210 0.068 -0.004
C -0.289 -1.479 -0.256 -0.273
N -0.190 -0.217 -0.935 -0.436
C 0.790 0.814 -0.998 0.306
N 1.985 0.418 -1.171 -0.782
S 0.105 2.379 -0.891 -0.284
H -0.008 0.754 1.819 0.232
H -1.741 1.229 1.619 0.231
H -1.224 -0.401 2.219 0.206
H -2.316 -0.367 -0.039 0.220
H -0.582 -2.234 -0.998 0.218
H 0.598 -1.584 0.440 0.184
H 2.703 1.103 -1.461 0.426
H 2.400 -0.623 -0.875 0.413
```


#2
Entry from OMol25: a molecular structure, C4H8N2S (ωB97M-V/def2-TZVPD).

The gap between HOMO and LUMO comes out at 8.386 eV. As for the LUMO energy: 0.021 hartree.

XYZ file:
```
15
Properties=species:S:1:pos:R:3:nbo_charge:R:1
C -1.506 0.766 -0.101 -0.429
C 0.733 0.253 -0.638 0.031
C 0.360 -0.358 -1.885 -0.618
C 0.165 0.331 1.630 0.219
H -1.621 1.157 -1.253 0.248
H -2.184 -0.262 0.043 0.204
H -1.835 1.572 0.688 0.214
H 1.920 0.646 -0.364 0.218
H -0.777 -0.972 -2.250 0.250
H 1.350 -0.200 -2.593 0.223
H -0.089 1.185 2.372 0.199
H 1.137 -1.940 0.291 0.103
N -0.124 0.445 0.229 -0.514
N 0.940 -0.601 2.156 -0.637
S 1.530 -2.023 1.676 0.287
```


#3
Entry from OMol25: 2 unconnected molecules or ions with the total composition C4H8N2S (ωB97M-V/def2-TZVPD).

The gap between HOMO and LUMO comes out at 8.175 eV. As for the LUMO energy: -0.012 hartree.

XYZ file:
```
15
Properties=species:S:1:pos:R:3:nbo_charge:R:1
C 1.220 -1.037 0.276 -0.440
C -0.010 1.069 -0.334 0.024
C 1.238 1.706 -0.299 -0.506
C -0.985 -1.104 -0.488 0.260
H 2.029 -1.390 -0.639 0.222
H 1.848 -0.257 0.991 0.231
H 0.506 -1.958 0.909 0.230
H -0.879 1.314 -0.728 0.216
H 2.260 1.193 -0.010 0.217
H 1.110 2.824 -0.254 0.221
H -0.819 -2.172 -0.668 0.201
H -2.229 0.389 1.701 0.111
N 0.003 -0.327 -0.043 -0.476
N -2.274 -0.914 -0.476 -0.588
S -3.017 0.665 0.063 0.078
```


Verdict on stability: #3 comes out at the bottom.


#1
Entry from OMol25: a gas-phase ion, C4H11N4O (charge +1) (ωB97M-V/def2-TZVPD).

The gap between HOMO and LUMO comes out at 9.974 eV. Its charge is +1. As for the LUMO energy: -0.138 hartree. As for the SMILES: C/[NH+]=N/N(N)[C@H](C)C=O.

XYZ file:
```
20
Properties=species:S:1:pos:R:3:nbo_charge:R:1
C 2.540 0.341 -1.443 -0.441
N 1.285 0.015 -0.786 -0.289
N 0.481 0.945 -0.515 0.105
N -0.629 0.896 0.041 0.049
N -1.552 1.986 -0.009 -0.612
C -1.274 -0.308 0.744 -0.178
C -0.243 -0.994 1.668 -0.692
C -1.587 -1.357 -0.374 0.464
O -0.723 -1.644 -1.149 -0.513
H 2.425 1.043 -2.202 0.236
H 3.235 0.904 -0.782 0.229
H 3.126 -0.449 -1.859 0.251
H 0.930 -0.942 -0.556 0.429
H -1.748 2.385 0.825 0.374
H -1.303 2.765 -0.616 0.400
H -2.154 -0.011 1.269 0.253
H 0.825 -0.760 1.754 0.260
H -0.257 -2.108 1.520 0.248
H -0.768 -0.914 2.754 0.262
H -2.611 -1.792 -0.284 0.165
```


#2
Entry from OMol25: 2 unconnected molecules or ions with the total composition C4H11N4O (ωB97M-V/def2-TZVPD).

The gap between HOMO and LUMO comes out at 10.131 eV. Its charge is +1. As for the LUMO energy: -0.108 hartree.

XYZ file:
```
20
Properties=species:S:1:pos:R:3:nbo_charge:R:1
C -0.344 -0.524 2.126 0.634
C 0.400 2.399 0.945 0.555
C -0.315 -1.538 -2.354 -0.655
C 0.142 -1.128 -1.024 -0.259
N -0.487 -1.343 1.316 -0.086
N -0.296 -0.088 3.340 -0.780
N -0.277 3.463 0.554 -0.771
N -0.281 -1.894 0.183 -0.361
O 0.132 1.219 0.728 -0.692
H 1.265 2.819 1.541 0.130
H 0.059 -0.892 -3.202 0.258
H 0.050 -2.479 -2.673 0.231
H -1.446 -1.433 -2.420 0.222
H -0.066 -0.038 -0.696 0.258
H 1.329 -1.211 -0.911 0.198
H -1.119 0.495 3.610 0.440
H 0.482 -0.319 3.970 0.447
H 0.040 4.392 0.591 0.416
H -1.095 3.346 -0.239 0.413
H -0.731 -2.730 -0.011 0.400
```


Verdict on stability: #1 comes out at the bottom.


#1
Entry from OMol25: 9 unconnected molecules or ions with the total composition H17O9 (ωB97M-V/def2-TZVPD).

The gap between HOMO and LUMO comes out at 9.656 eV. Its charge is -1. As for the LUMO energy: 0.119 hartree.

XYZ file:
```
26
Properties=species:S:1:pos:R:3:nbo_charge:R:1
O -2.394 -2.291 -0.934 -0.970
H -0.009 -1.161 1.280 0.439
H -0.549 0.614 3.293 0.454
O 2.579 -0.779 2.998 -0.961
H 1.989 0.003 2.779 0.475
O -0.009 -0.509 -1.700 -1.041
H 0.324 -0.536 -0.728 0.517
H -0.918 -0.135 -1.518 0.453
O -1.049 3.601 -1.870 -0.962
H -0.962 1.919 0.798 0.518
H -0.460 2.767 -2.013 0.472
O -1.001 0.625 2.467 -1.043
H -1.627 -1.686 -0.917 0.488
H -1.816 3.291 -1.406 0.488
O -1.701 2.610 0.667 -0.989
H -0.473 -1.718 -3.226 0.484
H -2.060 2.897 1.425 0.466
O 0.505 -0.511 0.827 -1.235
H -0.468 0.100 1.751 0.487
H 2.366 -1.186 2.150 0.480
O 3.385 0.124 0.417 -0.948
H 3.404 -0.744 0.119 0.456
H 2.478 0.434 0.161 0.492
O 0.250 -2.458 -3.067 -0.964
H 0.545 -2.295 -2.226 0.474
H -2.332 -2.975 -1.525 0.469
```


#2
Entry from OMol25: 9 unconnected molecules or ions with the total composition H17O9 (ωB97M-V/def2-TZVPD).

The gap between HOMO and LUMO comes out at 9.668 eV. Its charge is -1. As for the LUMO energy: 0.119 hartree.

XYZ file:
```
26
Properties=species:S:1:pos:R:3:nbo_charge:R:1
O -2.436 -0.012 1.679 -1.021
H 0.833 -1.089 -2.593 0.462
H -1.653 -1.585 -1.309 0.501
O 0.791 -3.714 -0.367 -0.965
H 0.612 -3.593 -1.322 0.482
O 0.719 -0.229 -0.063 -1.207
H 0.322 -0.579 0.773 0.443
H 0.256 -1.014 -1.103 0.496
O 2.748 2.441 1.335 -0.983
H -2.240 3.151 -0.697 0.481
H 1.950 2.885 1.086 0.467
O -2.438 -1.845 -0.833 -0.964
H -2.212 -0.804 1.141 0.494
H 2.643 1.470 1.370 0.505
O -2.965 2.653 -1.028 -0.964
H 2.407 -0.191 0.032 0.519
H -2.882 1.713 -0.835 0.484
O 0.227 -1.578 -2.021 -1.089
H -3.065 -1.158 -1.019 0.459
H 0.521 -2.790 -0.159 0.476
O -0.172 2.000 1.205 -1.014
H 0.450 1.314 0.856 0.521
H 0.169 2.328 2.074 0.469
O 3.307 -0.094 0.465 -1.017
H 3.925 -0.470 -0.148 0.461
H -1.819 0.792 1.479 0.507
```


Verdict on stability: #1 comes out at the bottom.


#1
Entry from OMol25: 2 unconnected molecules or ions with the total composition C4H14N (ωB97M-V/def2-TZVPD).

The gap between HOMO and LUMO comes out at 10.754 eV. Its charge is +1. As for the LUMO energy: -0.145 hartree.

XYZ file:
```
19
Properties=species:S:1:pos:R:3:nbo_charge:R:1
C -1.963 2.642 -0.217 -0.441
N -0.594 2.051 0.129 -0.680
H -2.599 1.982 0.374 0.264
H -1.800 3.685 -0.431 0.268
H -2.271 2.182 -1.177 0.241
H 0.221 2.430 -0.364 0.444
H -0.559 1.040 -0.014 0.456
H -0.389 2.341 1.088 0.443
C 1.492 -0.650 -0.566 -0.625
C 1.048 -1.514 0.627 -0.399
C 0.186 -2.754 0.177 -0.619
H 1.519 0.398 -0.226 0.156
H 0.811 -0.870 -1.393 0.212
H 2.513 -0.916 -0.848 0.244
H 0.445 -0.926 1.329 0.169
H 1.921 -1.926 1.143 0.222
H 0.325 -3.075 -0.853 0.216
H 0.529 -3.607 0.763 0.227
H -0.833 -2.511 0.460 0.203
```


#2
Entry from OMol25: 2 unconnected molecules or ions with the total composition C4H14N (ωB97M-V/def2-TZVPD).

The gap between HOMO and LUMO comes out at 11.366 eV. Its charge is +1. As for the LUMO energy: -0.139 hartree.

XYZ file:
```
19
Properties=species:S:1:pos:R:3:nbo_charge:R:1
C 1.077 0.856 0.362 -0.229
C 0.587 1.310 1.719 -0.649
N 1.613 -0.572 0.489 -0.682
H 0.241 0.871 -0.356 0.243
H 1.801 1.487 -0.105 0.239
H 1.432 1.622 2.344 0.235
H 0.197 0.501 2.363 0.226
H 1.193 -1.163 1.226 0.449
H 1.462 -1.108 -0.365 0.449
H 2.629 -0.548 0.650 0.447
H -0.137 2.172 1.491 0.267
C -1.442 -0.523 -1.993 -0.611
C -1.910 -0.909 -0.602 -0.640
H -1.565 -1.243 -2.795 0.242
H -1.835 0.459 -2.148 0.225
H -0.347 -0.398 -2.025 0.159
H -1.984 -1.944 -0.284 0.222
H -2.993 -0.680 -0.522 0.236
H -1.412 -0.429 0.242 0.173
```


#3
Entry from OMol25: 2 unconnected molecules or ions with the total composition C4H14N (ωB97M-V/def2-TZVPD).

The gap between HOMO and LUMO comes out at 9.165 eV. Its charge is +1. As for the LUMO energy: -0.150 hartree.

XYZ file:
```
19
Properties=species:S:1:pos:R:3:nbo_charge:R:1
C -0.149 -5.096 -0.408 -0.612
C -1.682 -5.253 -0.283 -0.614
H 0.253 -5.118 0.632 0.205
H 0.383 -5.913 -1.030 0.209
H 0.170 -4.219 -0.960 0.196
H -2.248 -5.334 -1.262 0.204
H -2.135 -4.472 0.317 0.202
H -1.821 -6.254 0.141 0.210
C 1.073 2.756 -0.277 -0.689
C 0.999 4.158 -0.096 -0.178
N -0.101 4.516 1.105 -0.777
H 1.869 2.487 -1.039 0.287
H 0.226 2.215 -0.693 0.245
H 1.478 2.312 0.653 0.240
H 0.871 4.893 -0.917 0.247
H 1.967 4.428 0.312 0.231
H -0.268 3.873 1.965 0.471
H 0.023 5.497 1.503 0.455
H -0.909 4.523 0.337 0.467
```


Verdict on stability: #3 comes out at the bottom.